A) DFT (ωB97M-V/def2-TZVPD) results for an isolated ion of composition C5H10N and charge +1.

Geometry as ORCA input:
```
! RIJCOSX wB97M-V def2-TZVPD def2/J DEFGRID3
* xyz 1 1
C -0.635 -0.006 0.077
C -1.847 0.840 -0.050
C -1.920 -0.699 0.021
C 1.466 -1.329 -0.089
C 1.311 1.167 0.093
N 0.608 -0.143 0.099
H -2.145 1.459 0.723
H -2.158 1.299 -1.013
H -2.211 -1.129 -0.958
H -2.343 -1.099 0.893
H 2.262 -1.062 -0.860
H 0.918 -2.297 -0.110
H 2.176 -1.375 0.828
H 1.905 1.320 1.029
H 0.538 1.938 -0.093
H 2.074 1.118 -0.589
*
```

Values from the calculation:
HOMO energy in eV: -16.24
SMILES: C[N+](C)=C1CC1

Charges in e, computed with Mulliken, in the same order as the atoms:
1 C 0.479
2 C -0.554
3 C -0.430
4 C -0.765
5 C -0.934
6 N 0.101
7 H 0.304
8 H 0.249
9 H 0.251
10 H 0.291
11 H 0.280
12 H 0.342
13 H 0.350
14 H 0.342
15 H 0.325
16 H 0.369

B) DFT (ωB97M-V/def2-TZVPD) results for a 2-piece molecular cluster, C5H10N overall.

Geometry as ORCA input:
```
! RIJCOSX wB97M-V def2-TZVPD def2/J DEFGRID3
* xyz 1 1
C -0.291 1.616 0.287
C -0.364 -0.888 -1.910
C 0.842 -0.830 -1.389
C 2.027 -0.571 -0.897
C -1.053 -0.302 1.728
N -1.177 0.913 0.992
H -0.684 2.520 -0.070
H 0.565 1.257 -0.309
H -1.175 -0.297 -1.528
H -0.480 -1.233 -2.879
H -2.127 1.292 1.122
H 2.635 -0.011 -1.572
H 2.468 -0.855 0.002
H -1.554 -1.081 1.216
H 0.061 -0.556 1.943
H -1.516 -0.076 2.673
*
```

Values from the calculation:
HOMO energy in eV: -13.09

Charges in e, computed with Mulliken, in the same order as the atoms:
1 C -0.135
2 C -0.752
3 C 0.344
4 C -0.720
5 C -0.713
6 N -0.041
7 H 0.288
8 H 0.267
9 H 0.233
10 H 0.306
11 H 0.309
12 H 0.318
13 H 0.333
14 H 0.338
15 H 0.274
16 H 0.351

C) DFT (ωB97M-V/def2-TZVPD) results for an isolated ion of composition C5H10N and charge +1.

Geometry as ORCA input:
```
! RIJCOSX wB97M-V def2-TZVPD def2/J DEFGRID3
* xyz 1 1
C 1.907 -0.965 -0.397
C 0.404 -0.614 -0.440
C -0.068 0.641 0.248
C 0.569 1.299 1.204
C -2.298 0.269 -0.607
N -1.529 0.778 0.274
H 2.401 -0.979 -1.363
H 2.000 -2.037 -0.190
H 2.466 -0.379 0.310
H -0.101 -1.472 0.021
H 0.012 -0.773 -1.452
H 1.620 1.154 1.367
H 0.132 1.982 1.922
H -3.357 0.533 -0.616
H -2.136 -0.419 -1.422
H -2.022 0.981 1.141
*
```

Values from the calculation:
HOMO energy in eV: -14.64
SMILES: C=[NH+]C(=C)CC

Charges in e, computed with Mulliken, in the same order as the atoms:
1 C -1.095
2 C -0.467
3 C 0.727
4 C -0.964
5 C -0.089
6 N -0.053
7 H 0.306
8 H 0.313
9 H 0.274
10 H 0.413
11 H 0.348
12 H 0.178
13 H 0.294
14 H 0.259
15 H 0.235
16 H 0.321

Structures ranked by computed energy, the most stable listed first: C), A), B).

A) DFT (ωB97M-V/def2-TZVPD) results for a 2-piece molecular cluster, H3O2PS overall.

Geometry as ORCA input:
```
! RIJCOSX wB97M-V def2-TZVPD def2/J DEFGRID3
* xyz 0 1
O 1.667 3.157 0.544
O -1.896 -1.181 -0.042
P 0.450 2.375 0.246
S -2.011 -2.068 1.144
H -2.638 -3.223 0.787
H 0.721 1.377 -0.725
H -3.229 -1.669 1.925
*
```

Values from the calculation:
HOMO energy in eV: -9.50

Charges in e, computed with Mulliken, in the same order as the atoms:
1 O -0.412
2 O -0.519
3 P 0.361
4 S 0.175
5 H 0.178
6 H 0.051
7 H 0.166

B) DFT (ωB97M-V/def2-TZVPD) results for a single H3O2PS molecule.

Geometry as ORCA input:
```
! RIJCOSX wB97M-V def2-TZVPD def2/J DEFGRID3
* xyz 0 1
O 0.156 -0.949 0.541
O -0.278 1.569 0.475
P -0.813 0.163 -0.152
S -2.704 -0.169 0.090
H -0.109 -1.923 0.838
H -1.024 2.114 0.450
H -0.190 0.501 -1.396
*
```

Values from the calculation:
HOMO energy in eV: -9.57
SMILES: O[PH](O)=S

Charges in e, computed with Mulliken, in the same order as the atoms:
1 O -0.535
2 O -0.456
3 P 0.596
4 S -0.388
5 H 0.382
6 H 0.314
7 H 0.087

Structures ranked by computed energy, the most stable listed first: B), A).

A) DFT (ωB97M-V/def2-TZVPD) results for an isolated ion of composition H3O4PSi and charge -2.

Geometry as ORCA input:
```
! RIJCOSX wB97M-V def2-TZVPD def2/J DEFGRID3
* xyz -2 1
O -1.560 0.621 -1.266
O -1.350 1.577 1.077
O -1.379 -0.890 0.796
O 2.392 0.769 0.926
Si 1.198 0.042 -0.134
P -0.917 0.572 0.071
H -0.809 -1.420 0.185
H 0.902 -1.462 -0.074
H 1.522 0.191 -1.582
*
```

Values from the calculation:
HOMO energy in eV: 0.05
SMILES: O=[P@@]([O-])(O)[SiH2][O-]

Charges in e, computed with Mulliken, in the same order as the atoms:
1 O -0.728
2 O -0.762
3 O -0.526
4 O -0.878
5 Si 0.352
6 P 0.638
7 H 0.278
8 H -0.220
9 H -0.154

B) DFT (ωB97M-V/def2-TZVPD) results for a 2-piece molecular cluster, H3O4PSi overall.

Geometry as ORCA input:
```
! RIJCOSX wB97M-V def2-TZVPD def2/J DEFGRID3
* xyz -2 1
O 2.137 0.524 -0.968
O 1.858 -1.597 0.480
O 3.654 0.222 1.087
O -4.129 -0.530 0.314
Si -2.803 0.215 0.033
P 2.225 -0.102 0.707
H 1.225 0.059 -1.035
H -1.408 -0.283 0.022
H -2.759 1.492 -0.640
*
```

Values from the calculation:
HOMO energy (alpha / beta) in eV: -1.02 / 2.15

Charges in e, computed with Mulliken, in the same order as the atoms:
1 O -0.532
2 O -0.600
3 O -0.610
4 O -0.703
5 Si -0.172
6 P 0.408
7 H 0.322
8 H -0.028
9 H -0.086

Structures ranked by computed energy, the most stable listed first: A), B).

A) DFT (ωB97M-V/def2-TZVPD) results for a 2-piece molecular cluster, C3H9N3 overall.

Geometry as ORCA input:
```
! RIJCOSX wB97M-V def2-TZVPD def2/J DEFGRID3
* xyz 0 1
C 0.261 -1.562 -1.839
C 0.310 0.958 2.156
N -0.171 -0.385 0.577
N -0.879 -0.984 -1.144
C -0.068 0.893 0.578
N -0.114 1.814 -0.295
H -1.212 -1.317 -0.035
H -1.090 -0.035 -1.432
H 0.129 2.731 0.057
H 0.255 -2.643 -1.689
H 0.188 -1.343 -2.904
H 1.227 -1.179 -1.495
H 0.403 0.022 2.699
H -0.498 1.544 2.592
H 1.260 1.487 2.175
*
```

Values from the calculation:
HOMO energy in eV: -8.71

Charges in e, computed with Mulliken, in the same order as the atoms:
1 C -0.646
2 C -0.879
3 N -0.542
4 N -0.534
5 C 0.726
6 N -0.778
7 H 0.403
8 H 0.359
9 H 0.205
10 H 0.264
11 H 0.310
12 H 0.262
13 H 0.292
14 H 0.279
15 H 0.278

B) DFT (ωB97M-V/def2-TZVPD) results for C3H9N3 as an isolated structure.

Geometry as ORCA input:
```
! RIJCOSX wB97M-V def2-TZVPD def2/J DEFGRID3
* xyz 0 1
C 0.759 2.273 0.288
C -0.025 0.997 1.130
C 0.190 -0.218 0.196
H 0.736 3.208 0.958
H 1.988 2.101 0.140
H 0.166 2.705 -0.690
H 0.412 0.552 2.386
H -1.184 1.152 1.248
H 1.254 -1.327 -0.953
H -1.866 -0.184 -0.096
H -0.427 -2.143 -1.633
H -1.005 -2.473 -0.222
N 1.362 -0.749 -0.044
N -0.998 -0.544 -0.519
N -1.167 -1.836 -0.984
*
```

Values from the calculation:
HOMO energy in eV: -9.17

Charges in e, computed with Mulliken, in the same order as the atoms:
1 C -0.861
2 C -0.418
3 C 0.489
4 H 0.306
5 H 0.264
6 H 0.260
7 H 0.255
8 H 0.224
9 H 0.181
10 H 0.280
11 H 0.259
12 H 0.251
13 N -0.702
14 N -0.048
15 N -0.740

Structures ranked by computed energy, the most stable listed first: B), A).

A) DFT (ωB97M-V/def2-TZVPD) results for C3H9N3 as an isolated structure.

Geometry as ORCA input:
```
! RIJCOSX wB97M-V def2-TZVPD def2/J DEFGRID3
* xyz 0 1
C -1.537 -1.195 0.420
C 1.621 0.990 0.214
N -0.656 -0.036 0.446
C 0.647 -0.074 -0.259
N -1.225 1.043 -0.211
N 1.110 -1.250 -0.543
H -0.891 1.880 0.270
H -0.277 0.983 -1.112
H 0.860 -1.630 -1.452
H -2.048 -1.307 -0.539
H -0.965 -2.100 0.602
H -2.288 -1.055 1.199
H 1.196 1.737 0.881
H 2.016 1.516 -0.656
H 2.437 0.499 0.742
*
```

Values from the calculation:
HOMO energy (alpha / beta) in eV: -8.35 / -8.35

Charges in e, computed with Mulliken, in the same order as the atoms:
1 C -0.951
2 C -1.056
3 N 0.160
4 C 0.366
5 N -0.675
6 N -0.716
7 H 0.293
8 H 0.374
9 H 0.231
10 H 0.329
11 H 0.404
12 H 0.292
13 H 0.352
14 H 0.269
15 H 0.327

B) DFT (ωB97M-V/def2-TZVPD) results for a 2-piece molecular cluster, C3H9N3 overall.

Geometry as ORCA input:
```
! RIJCOSX wB97M-V def2-TZVPD def2/J DEFGRID3
* xyz 0 1
C -1.463 -1.180 0.953
C -0.324 -1.442 1.584
N 0.875 -1.784 0.959
H -2.456 -1.294 1.372
H -1.604 -0.974 -0.107
H -0.353 -1.541 2.656
H 0.890 -1.513 -0.018
H 1.711 -1.479 1.440
N 0.306 1.400 -0.210
C 0.234 1.605 -1.574
N 1.266 1.812 -2.291
H 0.710 2.166 0.294
H -0.017 0.550 0.216
H -0.739 1.490 -2.077
H 0.965 2.183 -3.197
*
```

Values from the calculation:
HOMO energy in eV: -8.72
SMILES: [H]/N=C/N.C=CN

Charges in e, computed with Mulliken, in the same order as the atoms:
1 C -0.686
2 C -0.110
3 N -0.460
4 H 0.223
5 H 0.236
6 H 0.285
7 H 0.295
8 H 0.234
9 N -0.372
10 C 0.066
11 N -0.623
12 H 0.187
13 H 0.126
14 H 0.333
15 H 0.264

Structures ranked by computed energy, the most stable listed first: B), A).

A) DFT (ωB97M-V/def2-TZVPD) results for a 2-piece molecular cluster, C3H4OS overall.

Geometry as ORCA input:
```
! RIJCOSX wB97M-V def2-TZVPD def2/J DEFGRID3
* xyz 0 1
C -1.149 -0.443 0.725
C -0.263 -0.127 -0.180
C 0.338 0.803 -1.078
O 0.930 -1.560 2.583
S 0.048 -1.767 0.436
H -1.688 0.003 1.498
H 0.232 0.744 -2.232
H 1.414 0.582 -1.086
H 0.138 1.766 -0.667
*
```

Values from the calculation:
HOMO energy (alpha / beta) in eV: -8.57 / -8.48

Charges in e, computed with Mulliken, in the same order as the atoms:
1 C -0.252
2 C 0.317
3 C -0.796
4 O -0.457
5 S -0.030
6 H 0.373
7 H 0.287
8 H 0.297
9 H 0.261

B) DFT (ωB97M-V/def2-TZVPD) results for a single C3H4OS molecule.

Geometry as ORCA input:
```
! RIJCOSX wB97M-V def2-TZVPD def2/J DEFGRID3
* xyz 0 1
C 1.841 0.324 0.120
C -0.080 -0.798 -0.405
C -1.144 0.047 0.317
O 1.754 1.492 0.011
S 1.490 -1.272 0.153
H -0.092 -0.410 -1.442
H -0.582 0.974 0.521
H -1.308 -0.458 1.162
H -1.881 0.101 -0.437
*
```

Values from the calculation:
HOMO energy (alpha / beta) in eV: -7.68 / -7.68

Charges in e, computed with Mulliken, in the same order as the atoms:
1 C 0.504
2 C -0.330
3 C -0.891
4 O -0.363
5 S -0.056
6 H 0.270
7 H 0.236
8 H 0.327
9 H 0.303

Structures ranked by computed energy, the most stable listed first: B), A).